*a*
Formula: C4H14NO2
Source: the OMol25 dataset
Level of theory: ωB97M-V/def2-TZVPD

Summary:
HOMO-LUMO gap (alpha / beta)	10.4 / 3.8	eV

ORCA input file:
```
! wB97M-V def2-TZVPD RIJCOSX def2/J DEFGRID3
* xyz 2 2
C 0.57131 0.25189 -1.24319
C 0.28873 -0.85122 -0.25300
C -1.23033 -1.07879 0.01520
C -2.19190 -0.13439 -0.69220
O -1.39310 -0.68166 1.41518
N 1.21175 -0.55025 0.96887
H 0.20280 0.09723 -2.25297
H 0.32018 1.29538 -1.03048
H 1.63519 0.32707 -1.49591
H 0.74790 -1.76005 -0.65400
H -1.53064 -2.12313 -0.15315
H -2.07526 -0.23706 -1.79424
H -3.22525 -0.44795 -0.48339
H -2.09313 0.91850 -0.43980
H -2.21714 -1.07644 1.81115
H 0.78390 0.22940 1.48220
H 1.03658 -1.36046 1.57409
H 2.22027 -0.43087 0.90458
H 2.28586 3.20958 0.33517
H 2.57752 1.80908 0.94048
O 2.07478 2.59417 1.04541
*
```


*b*
Formula: C4H14NO2
Source: the OMol25 dataset
Level of theory: ωB97M-V/def2-TZVPD

Summary:
HOMO-LUMO gap (alpha / beta)	7.0 / 4.1	eV

ORCA input file:
```
! wB97M-V def2-TZVPD RIJCOSX def2/J DEFGRID3
* xyz 2 2
C -1.01224 0.77951 0.95689
C -2.31117 0.06001 0.94967
C -2.28065 -1.31697 0.24194
C -1.78447 -1.35633 -1.13428
N 0.28885 -0.14031 0.57265
H -0.82681 1.04538 1.93271
H -0.88904 1.72127 0.37085
H -3.03598 0.98898 0.67511
H -2.68535 -0.15842 1.99106
H -2.98733 -2.06008 0.50886
H -1.48026 -2.20326 -1.80050
H -1.27715 -0.43306 -1.42702
H 1.25627 0.05928 0.92726
H 0.06613 -0.44242 -0.36462
H 0.15479 -0.97395 1.10178
H 2.45737 3.02167 -1.27581
H 3.48061 2.10093 -1.92301
O 2.82524 2.05099 -1.27025
H 3.78242 -1.39923 -0.08038
H 3.27710 -0.34402 -0.84616
O 2.98166 -0.99995 -0.10676
*
```


Most stable of them? *a*.


*a*
Formula: C18H24N2O2
Source: the OMol25 dataset
Level of theory: ωB97M-V/def2-TZVPD

Summary:
SMILES	C/C=C\CN1C[C@H](c2ccc(CO)cc2)[C@@H]2CCN[C@@H]2C1=O
HOMO-LUMO gap	9.5	eV

ORCA input file:
```
! wB97M-V def2-TZVPD RIJCOSX def2/J DEFGRID3
* xyz 0 1
C -0.45938 2.69743 -4.00398
C -1.70934 2.08726 -3.38390
C -1.92265 0.73690 -3.14367
C -0.96245 -0.37731 -3.44590
N -0.02008 -0.50029 -2.31896
C -0.59174 -0.79558 -1.00198
C 0.46649 -1.15822 0.04489
C -0.21665 -1.26436 1.41301
C -0.87244 -0.17586 1.97114
C -1.41374 -0.24110 3.22763
C -1.39990 -1.43805 3.98566
C -2.01997 -1.48045 5.35776
O -0.94914 -1.48722 6.36102
C -0.82351 -2.56233 3.44102
C -0.24646 -2.49323 2.15107
C 1.65237 -0.15366 0.05778
C 1.52697 1.37169 0.34688
C 2.73983 2.03405 -0.30765
N 3.33010 0.95720 -1.13693
C 2.34806 -0.15932 -1.30663
C 1.30950 -0.11937 -2.47818
O 1.74042 0.21668 -3.56470
H -0.00145 2.02294 -4.71278
H -0.70284 3.60434 -4.55435
H 0.23226 2.98417 -3.24259
H -2.52286 2.79494 -3.13207
H -2.86755 0.39921 -2.70240
H -1.51072 -1.31442 -3.55464
H -0.54009 -0.16452 -4.46243
H -1.24121 0.04991 -0.68516
H -1.26724 -1.67040 -1.12002
H 0.88049 -2.16478 -0.20312
H -0.88086 0.80953 1.46969
H -1.81324 0.71075 3.61019
H -2.62849 -2.39894 5.46011
H -2.70433 -0.67909 5.51444
H -0.25015 -2.10391 6.07107
H -0.84302 -3.49913 3.99970
H 0.20127 -3.39718 1.76866
H 2.35367 -0.52464 0.83196
H 1.48888 1.62370 1.37172
H 0.60954 1.74952 -0.09617
H 2.46094 2.93494 -0.87685
H 3.47113 2.33446 0.45696
H 3.63153 1.28174 -2.06753
H 2.93804 -1.07798 -1.40980
*
```


*b*
Formula: C18H24N2O2
Source: the OMol25 dataset
Level of theory: ωB97M-V/def2-TZVPD

Summary:
SMILES	C[C@@H]1[C@H]2CC[C@H](/N=C/c3ccccc3O)C[C@H]2NC(=O)[C@@H]1C
HOMO-LUMO gap	9.0	eV

ORCA input file:
```
! wB97M-V def2-TZVPD RIJCOSX def2/J DEFGRID3
* xyz 0 1
C 0.94396 2.37521 -3.77954
C 1.26298 2.00677 -2.32599
C 0.08598 1.09015 -1.74215
C 0.28656 -0.39099 -2.00927
C 1.34639 -1.03069 -1.12103
C 1.05086 -0.89699 0.39382
N -0.10066 -1.76069 0.79941
C -0.32513 -1.94015 2.05855
C -1.26075 -2.99714 2.54541
C -2.18617 -3.52301 1.62940
C -3.17156 -4.37905 2.01967
C -3.23194 -4.79501 3.31816
C -2.34630 -4.27940 4.25613
C -1.33960 -3.39171 3.87391
O -0.56393 -2.82653 4.85469
C 0.76070 0.60479 0.69572
C -0.27844 1.21604 -0.26712
N -0.44180 2.59967 0.03558
C 0.27990 3.59490 -0.59416
O -0.15574 4.68936 -0.33019
C 1.51108 3.27278 -1.44278
C 2.02357 4.56697 -2.16060
H 0.61118 1.48260 -4.29669
H 0.14936 3.11138 -3.88870
H 1.85394 2.75346 -4.33528
H 2.20288 1.39517 -2.36822
H -0.80940 1.34098 -2.29307
H -0.69536 -0.92810 -1.88277
H 0.56785 -0.55091 -3.05838
H 1.41381 -2.08847 -1.35919
H 2.34472 -0.61089 -1.28478
H 1.95515 -1.20418 0.90481
H 0.29310 -1.41036 2.78544
H -2.20170 -3.21273 0.57563
H -3.86839 -4.71483 1.24878
H -4.00888 -5.50189 3.66631
H -2.40566 -4.62706 5.27355
H 0.06793 -2.20943 4.46592
H 1.70254 1.16181 0.59860
H 0.40556 0.72146 1.72167
H -1.21289 0.67382 -0.12364
H -1.23829 2.90570 0.57085
H 2.28516 2.97015 -0.72911
H 2.95891 4.38483 -2.65823
H 2.21192 5.37168 -1.42033
H 1.26661 4.98054 -2.82080
*
```


Most stable of them? *b*.


*a*
Formula: C2H11O3S
Source: the OMol25 dataset
Level of theory: ωB97M-V/def2-TZVPD

Summary:
HOMO-LUMO gap	7.5	eV

ORCA input file:
```
! wB97M-V def2-TZVPD RIJCOSX def2/J DEFGRID3
* xyz -1 1
C -0.18028 -1.50573 1.85504
C -0.29020 -0.04588 1.40246
S 0.95566 0.38773 0.16643
H -0.16041 -2.11986 0.95821
H 0.68115 -1.64106 2.50580
H -1.06626 -1.84328 2.41120
H -1.23809 0.11242 0.86899
H -0.46146 0.62816 2.25315
H -0.29257 0.65097 -3.15886
H -0.32454 0.61774 -1.64366
O -0.94081 0.63936 -2.43802
H 0.07436 -1.59426 -1.90333
H 1.18932 -1.77112 -0.96057
O 0.73489 -2.24259 -1.67265
H -0.21198 3.31610 -0.55832
H 1.00274 2.77409 -0.03006
O 0.52848 3.63722 -0.05582
*
```


*b*
Formula: C2H11O3S
Source: the OMol25 dataset
Level of theory: ωB97M-V/def2-TZVPD

Summary:
HOMO-LUMO gap	7.5	eV

ORCA input file:
```
! wB97M-V def2-TZVPD RIJCOSX def2/J DEFGRID3
* xyz -1 1
C -0.72002 1.74575 -1.33053
C -0.39535 0.25996 -1.31935
S 1.21528 -0.08261 -0.51760
H -0.87835 2.10071 -0.31042
H 0.14176 2.28838 -1.72415
H -1.59819 2.00739 -1.92834
H -1.18051 -0.29859 -0.81360
H -0.31885 -0.10756 -2.34411
H -0.93041 -1.20206 1.80893
H 0.55145 -1.04847 1.58628
O -0.09853 -1.62526 2.04762
H 0.98085 1.21451 2.56128
H 0.92829 1.59980 1.10821
O 0.89639 2.00658 2.01549
H 0.03686 -3.19214 0.31405
H 0.94118 -2.41544 -0.58579
O 0.42815 -3.25096 -0.56798
*
```


Most stable of them? *b*.


*a*
Formula: C3H6FN
Source: the OMol25 dataset
Level of theory: ωB97M-V/def2-TZVPD

Summary:
HOMO-LUMO gap	10.7	eV

ORCA input file:
```
! wB97M-V def2-TZVPD RIJCOSX def2/J DEFGRID3
* xyz 0 1
C 0.31779 0.33438 -0.97715
C 0.82646 0.31609 0.47777
C 0.16417 -0.38043 1.45885
H -1.87451 0.37942 -0.92164
H -1.16390 -1.14410 -0.15404
H 0.88262 -0.25272 -1.71579
H 0.19775 1.29209 -1.39518
H 0.59208 -0.22907 2.45588
H -0.82810 -0.88271 1.18821
N -1.06781 -0.38745 -1.21153
F 1.95345 0.95449 0.79462
*
```


*b*
Formula: C3H6FN
Source: the OMol25 dataset
Level of theory: ωB97M-V/def2-TZVPD

Summary:
HOMO-LUMO gap	11.2	eV

ORCA input file:
```
! wB97M-V def2-TZVPD RIJCOSX def2/J DEFGRID3
* xyz 0 1
C 2.16525 -0.87688 1.08729
C 3.21681 -0.40627 0.74578
C -1.01516 0.06269 -1.09090
N -0.52594 0.31217 0.02696
F -0.95818 -0.60008 0.99553
H -2.90279 1.11087 -0.43543
H 1.24976 -1.48011 1.05186
H 4.23004 -0.05556 0.74412
H -1.71783 -0.72746 -1.18202
H -2.95041 1.84006 -0.12387
H -0.79155 0.82056 -1.81933
*
```


Most stable of them? *a*.